(i)
Here is an isolated molecule of CF3NO2S from the Open Molecules 2025 dataset. Energies are from ωB97M-V/def2-TZVPD.

XYZ file:
```
8
Properties=species:S:1:pos:R:3:mulliken_charge:R:1
O -0.71 0.54 2.66 -0.413
S -0.01 0.34 1.42 0.982
O 1.40 0.15 1.43 -0.382
N -0.79 0.29 0.10 -0.356
C -0.17 -0.20 -1.11 0.855
F 1.16 0.16 -1.18 -0.249
F -0.77 0.27 -2.17 -0.202
F -0.11 -1.55 -1.15 -0.234
```

Summary:
SMILES string ... O=S(=O)=NC(F)(F)F
Orbital gap ... 11.50 eV

=====

(ii)
Here is a cluster of 2 separate species, CF3NO2S in total from the Open Molecules 2025 dataset. Energies are from ωB97M-V/def2-TZVPD.

XYZ file:
```
8
Properties=species:S:1:pos:R:3:mulliken_charge:R:1
C -1.58 0.12 -0.19 0.536
N 1.95 -0.21 0.22 0.936
O 1.40 -1.23 0.18 -0.473
O 2.81 0.23 0.87 -0.516
F -1.59 -0.64 0.93 -0.171
F -2.13 1.25 0.05 -0.155
F -2.13 -0.50 -1.13 -0.171
S 1.26 0.99 -0.93 0.014
```

Summary:
Orbital gap (spin up / spin down) ... 7.10 / 9.55 eV

=====

Which structure loses on stability? (ii) does.